Formula: C2H4GdO4
Source: OMol25
Level of theory: ωB97M-V with the def2-TZVPD basis set

Element x y z (Å)
O -0.52 -2.11 1.00
C -0.79 -1.44 0.10
O 0.24 -0.57 -0.59
C 0.76 0.65 0.29
O 0.88 1.65 -0.66
O 0.07 0.89 1.36
H -1.78 -1.39 -0.36
H 1.79 0.38 0.54
H 0.27 2.42 -0.56
H -0.82 1.28 1.33
Gd -0.10 -1.76 -2.45

Results
- multiplicity = 8
- frontier orbital gap (spin up / spin down) (eV) = 4.34 / 9.97
- energy (Ha) = -1143.79139
- ⟨S²⟩ = 16.293
- LUMO energy (spin up / spin down) (eV) = -19.6 / -15.3
- total charge = +3
- F_max (eV Å⁻¹) = 3.50
- HOMO level (spin up / spin down) (eV) = -23.9 / -25.3

=====

Formula: C28H80N6O11
Source: OMol25
Level of theory: ωB97M-V with the def2-TZVPD basis set

Element x y z (Å)
C -5.60 7.76 8.16
O -5.57 8.17 9.50
C -6.49 7.55 10.44
C -6.68 8.20 11.77
C -7.87 7.53 12.47
N -6.92 9.61 11.67
H -6.50 7.34 7.71
H -4.80 7.04 7.99
H -5.45 8.67 7.59
H -7.47 7.39 10.00
H -6.20 6.53 10.73
H -5.76 8.12 12.35
H -8.42 8.14 13.18
H -7.78 6.53 12.90
H -8.59 7.30 11.69
H -6.05 9.99 11.32
H -6.94 10.03 12.59
C -11.57 -4.13 -0.02
O -12.20 -4.19 1.19
C -12.48 -2.88 1.76
C -12.96 -2.96 3.19
C -13.41 -1.61 3.76
N -11.86 -3.41 4.14
H -12.27 -3.91 -0.83
H -11.25 -5.17 -0.10
H -10.68 -3.50 -0.08
H -11.68 -2.15 1.64
H -13.34 -2.46 1.23
H -13.76 -3.69 3.19
H -13.86 -1.68 4.75
H -14.29 -1.28 3.20
H -12.61 -0.87 3.83
H -12.25 -3.71 5.03
H -11.22 -4.11 3.79
C -4.68 -1.83 3.13
O -3.29 -1.48 2.69
C -2.83 -0.26 3.32
C -3.14 1.09 2.54
C -2.27 1.10 1.37
N -2.69 2.19 3.33
H -5.36 -1.05 2.79
H -4.83 -2.03 4.19
H -4.92 -2.80 2.67
H -3.00 -0.34 4.39
H -1.74 -0.32 3.26
H -4.20 1.18 2.33
H -2.69 1.71 0.58
H -2.17 0.10 0.94
H -1.23 1.40 1.55
H -1.69 2.28 3.29
H -2.99 2.24 4.29
C -5.15 0.66 15.43
O -4.41 -0.16 14.54
C -3.08 -0.74 14.92
C -2.45 -1.84 14.05
C -3.61 -2.81 13.60
N -1.38 -2.51 14.70
H -6.22 0.71 15.24
H -4.83 1.69 15.22
H -4.95 0.48 16.49
H -2.39 0.10 15.04
H -3.28 -1.08 15.94
H -2.01 -1.43 13.14
H -3.29 -3.69 13.04
H -4.46 -2.28 13.16
H -3.84 -3.24 14.57
H -1.38 -3.47 14.36
H -1.55 -2.59 15.69
C 7.83 3.43 10.84
O 6.44 3.23 10.76
C 6.13 1.98 10.10
C 4.58 1.71 10.19
C 4.11 0.82 9.11
N 3.73 2.93 10.16
H 8.38 2.49 10.90
H 8.07 4.24 11.52
H 8.11 3.67 9.81
H 6.48 2.16 9.08
H 6.89 1.21 10.25
H 4.33 1.08 11.05
H 4.16 1.31 8.14
H 3.08 0.48 9.25
H 4.72 -0.08 9.03
H 4.31 3.58 10.67
H 3.87 3.14 9.18
C -4.31 1.95 9.02
O -5.38 1.68 8.12
C -6.53 1.19 8.77
C -7.49 0.82 7.65
C -7.70 2.07 6.68
N -8.78 0.19 7.95
H -4.06 1.27 9.84
H -4.53 2.91 9.49
H -3.37 2.01 8.47
H -6.33 0.22 9.21
H -7.02 1.88 9.46
H -7.03 0.03 7.06
H -8.47 2.71 7.10
H -7.93 1.79 5.65
H -6.86 2.75 6.53
H -9.35 -0.24 7.23
H -9.36 0.93 8.32
O -14.48 6.33 8.40
C -13.41 6.03 9.24
C -13.52 4.55 9.74
O -13.27 3.73 8.70
H -14.12 6.90 7.71
H -12.54 6.04 8.58
H -13.46 6.81 10.00
H -14.54 4.36 10.07
H -12.93 4.41 10.65
H -13.79 4.04 7.96
O -10.45 4.71 -0.19
C -10.40 3.25 -0.25
C -9.08 2.64 -0.89
O -8.57 3.72 -1.72
H -10.69 5.04 -1.06
H -10.47 2.86 0.76
H -11.36 2.96 -0.69
H -9.16 1.69 -1.41
H -8.39 2.52 -0.06
H -9.03 4.48 -1.35
O -8.77 -3.26 11.06
H -8.20 -2.56 11.37
H -9.21 -2.90 10.29

Results
- multiplicity = 1
- frontier orbital gap (eV) = 8.95
- energy (Ha) = -2270.61635
- SMILES string = COC[C@H](C)N.COC[C@H](C)N.COC[C@H](C)N.COC[C@H](C)N.COC[C@H](C)N.COC[C@H](C)N.OCCO.OCCO.O
- LUMO energy (eV) = 0.2
- F_max (eV Å⁻¹) = 3.60
- energy above the lowest of the compared OMol25 structures with the same formula, charge and spin (eV) = 0.0000
- HOMO level (eV) = -8.7

=====

Formula: C18H14FNO2S
Source: OMol25
Level of theory: ωB97M-V with the def2-TZVPD basis set

Element x y z (Å)
O 4.15 0.99 1.02
C 3.02 0.80 0.62
N 2.67 0.47 -0.66
C 3.49 0.29 -1.77
C 2.88 -0.06 -2.98
C 3.63 -0.25 -4.12
C 5.00 -0.09 -4.04
F 5.75 -0.28 -5.16
C 5.63 0.25 -2.86
C 4.87 0.44 -1.72
C 1.85 0.91 1.51
C 1.81 1.15 2.86
C 0.45 1.15 3.22
C -0.25 0.92 2.07
C -1.70 0.78 1.82
S -2.15 -1.01 1.87
C -3.83 -1.04 1.30
C -4.62 0.09 1.15
C -5.92 -0.04 0.71
C -6.45 -1.29 0.42
C -5.66 -2.41 0.58
C -4.35 -2.29 1.02
O 0.59 0.77 1.03
H 1.68 0.34 -0.83
H 1.80 -0.17 -3.02
H 3.17 -0.52 -5.06
H 6.70 0.36 -2.84
H 5.34 0.71 -0.79
H 2.66 1.31 3.50
H 0.04 1.31 4.20
H -2.27 1.29 2.60
H -1.96 1.15 0.83
H -4.24 1.08 1.38
H -6.53 0.85 0.59
H -7.47 -1.38 0.07
H -6.06 -3.39 0.36
H -3.73 -3.16 1.14

Results
- multiplicity = 1
- frontier orbital gap (eV) = 8.81
- energy (Ha) = -1397.61836
- SMILES string = O=C(Nc1ccc(F)cc1)c1ccc(CSc2ccccc2)o1
- LUMO energy (eV) = 0.4
- F_max (eV Å⁻¹) = 1.34
- energy above the lowest of the compared OMol25 structures with the same formula, charge and spin (eV) = 0.0000
- HOMO level (eV) = -8.4

=====

Formula: C17H17NO2
Source: OMol25
Level of theory: ωB97M-V with the def2-TZVPD basis set

Element x y z (Å)
O -5.48 -3.22 0.16
C -5.23 -1.84 0.14
C -3.74 -1.51 0.03
C -3.46 -0.05 -0.03
C -4.34 1.00 -0.09
N -3.66 2.19 -0.13
C -2.32 1.93 -0.10
C -1.23 2.79 -0.13
C 0.04 2.23 -0.09
C 0.22 0.84 -0.02
O 1.45 0.23 0.02
C 2.61 1.03 -0.02
C 3.82 0.13 -0.01
C 3.78 -1.13 -0.59
C 4.90 -1.93 -0.60
C 6.09 -1.48 -0.04
C 6.14 -0.22 0.53
C 5.01 0.58 0.55
C -0.87 -0.01 0.00
C -2.15 0.53 -0.04
H -4.98 -3.61 0.88
H -5.77 -1.46 -0.74
H -5.65 -1.36 1.03
H -3.34 -2.00 -0.87
H -3.22 -1.94 0.89
H -5.41 0.99 -0.10
H -4.08 3.10 -0.18
H -1.35 3.86 -0.17
H 0.89 2.90 -0.10
H 2.62 1.64 -0.94
H 2.64 1.70 0.85
H 2.85 -1.48 -1.02
H 4.85 -2.92 -1.04
H 6.96 -2.11 -0.05
H 7.06 0.13 0.97
H 5.06 1.56 1.00
H -0.70 -1.08 0.05

Results
- multiplicity = 1
- frontier orbital gap (eV) = 8.53
- energy (Ha) = -863.23385
- SMILES string = OCCc1c[nH]c2ccc(OCc3ccccc3)cc12
- LUMO energy (eV) = 0.8
- F_max (eV Å⁻¹) = 0.60
- energy above the lowest of the compared OMol25 structures with the same formula, charge and spin (eV) = 1.1537
- HOMO level (eV) = -7.7

=====

Formula: C29H46BrN3P2Sn
Source: OMol25
Level of theory: ωB97M-V with the def2-TZVPD basis set

Element x y z (Å)
N -6.49 4.70 -6.10
C -6.40 5.18 -4.87
C -5.50 4.66 -3.90
C -4.73 3.52 -4.26
C -4.94 2.93 -5.53
C -5.74 3.64 -6.46
C -3.68 3.04 -3.35
Sn 0.10 0.06 -0.82
P 4.43 -0.65 -1.30
C -2.73 2.15 -3.72
C -1.63 1.96 -2.85
C -0.38 1.85 -3.44
C 0.79 2.10 -2.70
C 0.55 2.48 -1.36
C -0.70 2.69 -0.79
C -1.82 2.22 -1.47
Br 1.74 2.11 0.57
H -3.57 3.56 -2.38
H -2.71 1.78 -4.78
H -5.40 5.10 -2.89
H -4.49 1.95 -5.79
H -7.04 6.02 -4.58
H -5.77 3.28 -7.50
H -0.37 1.65 -4.49
H -2.82 2.06 -1.01
H 1.81 2.06 -3.12
H -0.75 3.18 0.19
P -0.65 -2.47 -1.32
C 4.27 1.12 -1.43
C 5.73 1.61 -1.56
H 3.73 1.45 -0.50
H 3.64 1.30 -2.32
H 5.90 2.67 -1.33
H 6.38 1.00 -0.90
H 6.21 1.46 -2.54
C 3.97 -1.28 -2.90
C 5.08 -2.21 -3.40
H 3.84 -0.39 -3.55
H 3.02 -1.79 -2.68
H 4.95 -2.48 -4.45
H 6.07 -1.75 -3.31
H 5.14 -3.11 -2.81
C 3.49 -1.25 0.14
C 4.58 -1.64 1.17
H 2.94 -2.12 -0.24
H 2.91 -0.39 0.46
H 4.21 -2.36 1.90
H 5.51 -2.06 0.74
H 4.94 -0.79 1.76
C -0.65 -3.68 0.00
C -1.84 -4.64 0.07
H -0.54 -3.19 0.98
H 0.28 -4.26 -0.17
H -2.74 -4.19 0.52
H -2.14 -5.03 -0.91
H -1.60 -5.50 0.71
C 0.42 -3.03 -2.65
C 0.25 -2.47 -4.07
H 0.19 -4.12 -2.66
H 1.46 -2.94 -2.34
H -0.74 -2.73 -4.49
H 0.42 -1.38 -4.13
H 1.01 -2.94 -4.72
C -2.30 -2.05 -1.92
C -3.20 -1.39 -0.84
H -2.71 -3.01 -2.26
H -2.21 -1.40 -2.80
H -4.23 -1.22 -1.22
H -3.31 -2.02 0.08
H -2.83 -0.40 -0.50
C -0.89 3.18 2.42
C -1.32 1.71 2.22
N -1.09 0.72 1.35
C -1.52 -0.47 1.98
C -2.03 -0.17 3.22
N -1.98 1.21 3.29
H -1.78 3.83 2.23
H -0.61 3.29 3.49
H 0.00 3.58 1.86
H -1.45 -1.45 1.50
H -2.31 -0.84 4.01
H -2.22 1.82 4.05

Results
- multiplicity = 1
- frontier orbital gap (eV) = 4.65
- energy (Ha) = -4767.17261
- LUMO energy (eV) = -7.0
- total charge = +2
- F_max (eV Å⁻¹) = 2.87
- energy above the lowest of the compared OMol25 structures with the same formula, charge and spin (eV) = 2.9181
- HOMO level (eV) = -11.7

=====

Formula: C2H5OPS
Source: OMol25
Level of theory: ωB97M-V with the def2-TZVPD basis set

Element x y z (Å)
C -0.38 0.40 2.00
C -0.16 -0.73 -0.63
O -1.88 3.23 -0.02
P -0.05 0.79 0.39
S -1.93 1.75 -0.14
H -0.25 0.95 2.94
H -0.19 -1.55 0.06
H 0.71 -0.53 -1.34
H -1.08 -0.95 -1.10
H 0.85 1.49 -0.37

Results
- multiplicity = 1
- frontier orbital gap (spin up / spin down) (eV) = 7.11 / 7.52
- energy (Ha) = -893.78201
- LUMO energy (spin up / spin down) (eV) = -1.3 / -1.0
- F_max (eV Å⁻¹) = 2.43
- energy above the lowest of the compared OMol25 structures with the same formula, charge and spin (eV) = 5.1920
- HOMO level (spin up / spin down) (eV) = -8.4 / -8.5

=====

Formula: C44H66N8O6
Source: OMol25
Level of theory: ωB97M-V with the def2-TZVPD basis set

Element x y z (Å)
C -3.62 10.46 4.56
C -4.57 10.05 5.68
C -4.56 11.11 6.72
N -4.64 11.97 7.51
C -6.00 9.93 5.20
C -4.14 8.72 6.33
C -2.75 8.70 6.94
C -2.44 7.26 7.34
C -0.97 6.98 7.57
C -0.69 5.43 7.64
C 0.71 5.15 7.37
N 1.75 5.36 8.18
C 1.77 5.25 9.65
C 3.19 5.75 10.02
C 3.87 6.24 8.75
C 3.01 5.77 7.61
O 3.23 5.74 6.42
N -0.18 7.64 6.51
C 0.83 8.65 6.76
C 1.15 9.19 5.35
C 0.64 8.15 4.37
C -0.33 7.30 5.17
O -1.09 6.45 4.73
N -2.52 9.63 8.06
C -3.16 9.45 9.35
C -2.74 10.70 10.14
C -1.92 11.58 9.21
C -1.87 10.82 7.89
O -1.35 11.22 6.85
H -3.50 9.66 3.83
H -4.04 11.33 4.04
H -2.64 10.75 4.95
H -6.11 9.17 4.42
H -6.65 9.67 6.03
H -6.32 10.89 4.78
H -4.88 8.42 7.09
H -4.16 7.96 5.54
H -2.03 9.02 6.19
H -2.98 6.98 8.25
H -2.76 6.59 6.53
H -0.69 7.49 8.50
H -1.17 4.87 8.54
H -1.24 5.00 6.79
H 0.96 4.94 6.33
H 0.97 5.85 10.12
H 1.67 4.20 9.98
H 3.11 6.53 10.77
H 3.77 4.94 10.46
H 3.93 7.34 8.74
H 4.89 5.89 8.61
H 0.44 9.44 7.42
H 1.73 8.21 7.22
H 0.63 10.15 5.22
H 2.23 9.36 5.28
H 0.15 8.56 3.48
H 1.47 7.51 4.05
H -4.26 9.40 9.24
H -2.83 8.52 9.85
H -3.63 11.23 10.50
H -2.14 10.40 11.00
H -2.39 12.56 9.03
H -0.90 11.74 9.57
C 1.70 -3.10 7.71
C 0.58 -2.89 6.69
C 1.07 -1.89 5.71
N 1.53 -1.21 4.88
C 0.29 -4.15 5.89
C -0.74 -2.43 7.36
C -0.60 -1.19 8.21
C -1.93 -0.64 8.69
C -1.71 0.66 9.50
C -2.66 1.79 9.10
C -2.25 3.16 9.51
N -3.19 3.90 10.12
C -4.52 3.34 10.48
C -5.20 4.45 11.26
C -4.21 5.60 11.40
C -2.99 5.21 10.60
O -2.00 5.89 10.40
H -2.78 1.79 8.00
N -1.67 0.39 10.94
C -1.00 1.32 11.83
C -1.01 0.61 13.20
C -1.80 -0.68 13.04
C -2.11 -0.76 11.56
O -2.67 -1.73 11.05
N 0.11 -0.14 7.48
C -0.61 0.65 6.47
C -0.03 2.05 6.66
C 1.33 1.85 7.31
C 1.14 0.56 8.09
O 1.74 0.20 9.10
H 1.43 -3.88 8.43
H 2.60 -3.43 7.17
H 1.93 -2.17 8.24
H -0.07 -4.96 6.53
H -0.47 -3.93 5.14
H 1.21 -4.49 5.38
H -1.49 -2.28 6.57
H -1.10 -3.24 8.01
H 0.01 -1.44 9.10
H -2.60 -0.44 7.84
H -2.42 -1.38 9.33
H -0.69 1.03 9.31
H -3.66 1.49 9.46
H -1.18 3.38 9.60
H -5.09 3.08 9.58
H -4.40 2.44 11.11
H -6.09 4.77 10.73
H -5.51 4.07 12.24
H -4.64 6.53 11.01
H -3.90 5.76 12.43
H 0.02 1.53 11.48
H -1.54 2.28 11.86
H 0.02 0.38 13.48
H -1.45 1.24 13.97
H -1.24 -1.57 13.36
H -2.74 -0.66 13.60
H -0.42 0.27 5.46
H -1.70 0.63 6.62
H 0.00 2.62 5.72
H -0.68 2.60 7.36
H 2.10 1.67 6.54
H 1.67 2.65 7.97

Results
- multiplicity = 1
- frontier orbital gap (spin up / spin down) (eV) = 7.32 / 6.26
- energy (Ha) = -2605.73175
- LUMO energy (spin up / spin down) (eV) = 0.1 / 0.0
- F_max (eV Å⁻¹) = 2.72
- energy above the lowest of the compared OMol25 structures with the same formula, charge and spin (eV) = 0.0000
- HOMO level (spin up / spin down) (eV) = -7.2 / -6.3

=====

> Which formula does entry 2 have?

C28H80N6O11